1.
Here is a single C5H12SSi molecule at a distorted geometry from OMol25. Energies are from ωB97M-V/def2-TZVPD.

ΔE to the lowest compared entry with this formula, charge and spin   268.26 kJ/mol
Gap between HOMO and LUMO   0.3025 hartree
Total charge   0
LUMO level   0.25 eV
HOMO   -7.986 eV
Max |F|   0.0590 hartree/bohr

```
19
Properties=species:S:1:pos:R:3:forces:R:3
C 1.46457 -0.42142 -0.85046 -0.5534 2.0743 -2.1412
C 0.61580 0.69611 -2.68277 1.8335 -0.8298 2.2085
C -1.17536 0.97677 -0.79796 -0.1880 -0.9101 -2.5617
C 0.38659 1.14851 1.75230 1.4614 -0.2966 0.8807
C -0.60818 -1.75399 0.89681 -1.6501 1.6408 0.3198
Si 0.01402 -0.01023 0.25809 0.3644 -1.0513 1.4127
S -0.14323 2.07068 -1.83243 0.6231 -0.5045 -0.5942
H 1.41438 -1.29195 -1.46936 0.1782 -0.9632 0.3404
H 2.51471 -0.02453 -0.71918 -1.3853 -0.2601 -0.3473
H 1.65110 0.70968 -3.02862 -0.3611 0.9500 -0.1128
H 0.00077 0.12204 -3.39244 -0.0615 -0.0727 0.8232
H -1.64594 0.33673 -1.62869 0.1171 0.6632 1.5871
H -1.88960 1.64578 -0.37223 -0.7490 0.0520 0.6424
H 0.02402 2.18355 1.52654 0.3886 -0.8158 0.2658
H -0.03790 0.80837 2.78153 0.6740 0.5050 -1.9151
H 1.55942 1.18495 1.85634 -2.2144 0.1176 -0.0022
H -1.41894 -2.13596 0.28093 -0.0714 0.0082 -0.4583
H 0.06788 -2.55653 1.00272 1.2812 -0.6142 -0.1043
H -1.10763 -1.67939 1.88201 0.3126 0.3072 -0.2437
```
Forces are in eV/Å.

natural (NBO) population analysis, charges in e, atoms 1 to 5: C -0.838; C -0.559; C -0.992; C -1.117; C -1.077

***

2.
Here is a single C4H5NO2 molecule from OMol25. Energies are from ωB97M-V/def2-TZVPD.

ΔE to the lowest compared entry with this formula, charge and spin   194.52 kJ/mol
Gap between HOMO and LUMO   0.3523 hartree
Total charge   0
Structure (SMILES)   O=CC(=O)N1CC1
LUMO level   -0.34 eV
HOMO   -9.931 eV
Max |F|   0.0120 hartree/bohr

```
12
Properties=species:S:1:pos:R:3:forces:R:3
O 1.66765 1.59600 0.44240 0.1329 -0.6009 0.0130
C 1.93752 0.42906 0.31328 0.0515 0.4997 0.0580
C 0.91601 -0.71065 0.26985 -0.1015 -0.2426 -0.0680
O 1.32680 -1.82312 0.01478 -0.1267 0.3921 -0.0265
N -0.40353 -0.41869 0.52046 0.2796 -0.1070 0.0405
C -1.43343 -0.59214 -0.47999 -0.1938 -0.1701 -0.1612
C -1.13961 0.74998 0.10304 -0.0320 0.2651 -0.0316
H 2.96475 0.05637 0.13572 -0.0727 0.0701 0.0940
H -2.31811 -1.14852 -0.18645 0.1264 0.1013 0.0277
H -1.08037 -0.78176 -1.49252 -0.0861 -0.0022 0.1707
H -0.63072 1.49260 -0.50272 -0.1077 -0.1509 0.0117
H -1.80697 1.15086 0.86217 0.1299 -0.0547 -0.1284
```
Forces are in eV/Å.

natural (NBO) population analysis, charges in e, atoms 1 to 5: O -0.479; C 0.350; C 0.561; O -0.530; N -0.423

***

3.
Here is a molecular structure, C10H10BrNO3Os at a distorted geometry from OMol25. Energies are from ωB97M-V/def2-TZVPD.

ΔE to the lowest compared entry with this formula, charge and spin   0.00 kJ/mol
Gap between HOMO and LUMO (alpha / beta)   0.2503 / 0.2195 hartree
Multiplicity   5
Total charge   0
LUMO level (alpha / beta)   -0.23 / -2.32 eV
HOMO (alpha / beta)   -7.039 / -8.288 eV
Max |F|   0.0700 hartree/bohr

```
26
Properties=species:S:1:pos:R:3:forces:R:3
C 0.30393 1.35800 -0.90991 0.4240 -0.5449 -0.7291
C 1.53794 1.20291 -0.18217 0.7864 -0.5077 -0.6662
C 1.98416 -0.12850 -0.32579 0.0486 0.0335 -1.0630
H 2.04788 1.99685 0.35063 -0.2008 -0.2964 -0.0602
C 1.09330 -0.83033 -1.17273 1.6744 0.4907 0.0937
C 0.06759 0.09045 -1.59020 0.3287 0.5778 0.1111
H -0.58587 -0.05401 -2.44703 0.3031 -0.0467 0.2735
H -0.19205 2.30858 -1.11963 0.2747 -0.4109 0.0221
H 2.87824 -0.52788 0.13628 -0.2999 -0.0563 0.0528
H 1.14679 -1.88029 -1.47581 -0.0070 0.5182 0.2335
Os -0.93468 0.02964 0.34816 1.6290 0.3290 1.6227
Br 0.10591 1.67683 2.30689 -0.6663 -0.2122 0.0506
C -2.79443 -0.91063 0.91700 -1.1466 0.0120 0.7433
C -2.59698 -0.97031 -0.48737 -0.3845 -0.9281 -0.2076
C -2.53339 0.36739 -0.96001 -1.6626 1.3904 -0.7780
H -2.44964 -1.86211 -1.08628 -0.2586 0.1571 0.1372
C -2.63872 1.25832 0.14183 -1.3280 1.2003 -0.8020
C -2.77908 0.46057 1.31836 -0.9507 -0.3511 0.6930
H -2.83818 0.81018 2.34544 0.0412 -0.0269 -0.3521
H -2.91479 -1.75256 1.58631 0.3191 0.1238 -0.1088
H -2.45222 0.66743 -1.99256 0.0617 0.0118 0.1060
H -2.57667 2.34364 0.08017 -0.1159 -0.4058 0.1389
O 5.86214 -2.38652 0.37822 -1.5493 2.2912 0.8720
N 5.42256 -1.36336 0.89211 3.3319 -0.9194 1.0013
O 5.97134 -0.61950 1.69636 -1.7816 -1.3721 -1.8709
O -0.13510 -1.28480 1.25173 1.1291 -1.0574 0.4863
```
Forces are in eV/Å.

natural (NBO) population analysis, charges in e, atoms 1 to 5: C -0.376; C -0.118; C -0.302; H 0.246; C -0.171

***

4.
Here is a single C17H27N5S2 molecule from OMol25. Energies are from ωB97M-V/def2-TZVPD.

ΔE to the lowest compared entry with this formula, charge and spin   21.70 kJ/mol
Gap between HOMO and LUMO   0.3033 hartree
Total charge   0
Structure (SMILES)   CCN(CC)CCNc1nc(SC)nc2sc3c(c12)CCN(C)C3
LUMO level   0.66 eV
HOMO   -7.592 eV
Max |F|   0.0138 hartree/bohr

```
51
Properties=species:S:1:pos:R:3:forces:R:3
C 4.40267 -0.69684 2.21489 0.0411 -0.1002 -0.2948
C 4.65737 -0.89921 0.71583 0.0552 0.1231 0.0628
N 3.63569 -0.44043 -0.19423 -0.0710 0.0372 0.0141
C 2.63759 -1.39062 -0.62201 0.0252 -0.2449 -0.0223
C 1.82610 -2.09203 0.47301 0.1155 0.2021 -0.2441
C 3.30293 0.95440 -0.17458 -0.2157 0.0061 0.1484
C 2.17498 1.42878 0.76983 0.5278 0.0802 -0.0347
N 0.87136 1.16647 0.21353 0.0311 0.0378 -0.4244
C -0.15865 0.67941 0.92473 -0.5082 -0.1706 0.2423
N 0.05940 0.39073 2.20652 0.3832 0.2017 -0.1504
C -0.94656 -0.06731 2.93574 -0.6114 -0.0974 -0.0735
S -0.54828 -0.44358 4.59151 0.0263 -0.1080 0.4369
C -2.17310 -0.98865 5.18840 0.3783 0.1496 -0.2645
N -2.19344 -0.25362 2.54612 -0.2220 -0.1469 0.3473
C -2.41176 0.01223 1.26532 0.3561 0.1932 -0.4806
S -3.97151 -0.17058 0.52292 0.3924 0.1217 -0.1868
C -3.30156 0.32021 -1.01276 0.1855 -0.0489 0.3171
C -1.97710 0.60380 -0.96234 -0.4201 -0.0101 -0.3461
C -1.44176 0.45687 0.35460 -0.2466 -0.1726 0.6431
C -1.25002 0.99498 -2.21246 -0.1317 -0.0585 -0.1881
C -2.09361 0.63010 -3.43644 0.2244 0.1495 0.0930
N -3.44428 1.13331 -3.27488 0.0269 -0.0087 0.0788
C -4.19191 1.13129 -4.51194 0.0231 -0.0047 0.0221
C -4.14323 0.39593 -2.23829 -0.1593 -0.0300 -0.0781
H 3.45611 -1.13239 2.51993 -0.1295 -0.0337 0.0789
H 5.19964 -1.17359 2.78125 0.0904 -0.0047 0.1235
H 4.39549 0.36102 2.46538 -0.0147 0.1192 0.0846
H 5.59032 -0.38092 0.45514 0.0250 -0.1372 0.0472
H 4.80704 -1.96261 0.51560 0.0820 -0.0027 -0.0202
H 3.14841 -2.16375 -1.21358 -0.1235 0.0228 -0.0418
H 1.95565 -0.86327 -1.29374 0.0249 -0.0527 -0.0547
H 1.03704 -2.68472 0.01434 -0.0972 -0.1153 -0.0075
H 1.37017 -1.37645 1.14952 -0.0453 0.0119 0.1195
H 2.45899 -2.76047 1.05106 0.0489 -0.0926 0.1016
H 3.02723 1.25491 -1.19602 0.0568 0.1245 0.0206
H 4.21381 1.49615 0.09109 -0.0120 0.0970 -0.0496
H 2.29221 2.50816 0.93363 0.0135 -0.0611 0.0889
H 2.21719 0.92359 1.73315 0.1034 0.1299 -0.0836
H 0.69215 1.49285 -0.72136 -0.0470 -0.0562 0.0727
H -2.88111 -0.17438 5.07761 -0.1022 -0.0421 0.0563
H -2.49531 -1.84486 4.60558 -0.1054 -0.0378 0.0587
H -2.04743 -1.25459 6.23246 0.0330 -0.0212 0.1017
H -0.29114 0.47381 -2.28006 0.0356 0.0286 -0.0082
H -1.07095 2.07484 -2.21228 0.1049 0.0011 -0.0531
H -1.65734 1.08707 -4.32747 -0.0337 -0.0672 0.0121
H -2.08404 -0.46662 -3.57411 0.0021 0.0343 -0.0353
H -3.67389 1.74921 -5.24371 -0.0360 0.0064 -0.0668
H -5.17623 1.56014 -4.32985 -0.0645 0.0040 -0.0698
H -4.32227 0.12071 -4.93120 -0.0112 -0.0142 -0.0134
H -5.08246 0.91212 -2.01586 0.0092 -0.0578 -0.0457
H -4.40060 -0.63160 -2.56950 -0.0135 0.1162 -0.0343
```
Forces are in eV/Å.

natural (NBO) population analysis, charges in e, atoms 1 to 5: C -0.632; C -0.202; N -0.468; C -0.196; C -0.636